Entry i
Density functional theory data (ωB97M-V/def2-TZVPD) for C19H26N2O3 in the gas phase.

The value obtained for the LUMO energy is 0.4 eV. Its SMILES is CC(C)CCNC(=O)CCCOc1cc(=O)n(C)c2ccccc12. The highest occupied orbital energy is -8.4 eV.

```
! wB97M-V def2-TZVPD RIJCOSX def2/J DEFGRID3
* xyz 0 1
H -5.7131 2.0359 0.0588
C -4.3029 1.1048 -1.2704
H 3.7235 -4.0560 -0.1782
C -6.4622 0.0411 -0.2624
O -2.7926 -1.2488 -1.1988
H -4.9527 -0.9201 0.9577
C 3.7685 -2.9812 -0.2601
H -1.0047 -1.4232 0.5532
H 1.3900 2.0725 1.3641
C 4.7446 -2.3800 -1.0481
C 2.9136 -0.8001 0.3089
O 1.0745 -0.6304 1.7657
C -1.0804 0.5069 1.5008
H 0.4719 0.9476 2.9622
C -5.7289 1.3011 -0.7515
N 3.9527 1.1796 -0.5965
H 4.7993 2.8878 -1.3407
O 3.1476 3.2360 -0.0632
H 5.4594 -2.9922 -1.5778
C 2.8636 -2.1937 0.4105
H -3.9621 2.0484 -1.7140
H -4.2705 0.3312 -2.0381
H -3.2789 1.3159 0.5521
H -5.4258 -1.4773 -1.4088
C -5.9330 -0.4689 1.0774
H 2.0970 -2.6329 1.0285
H -5.8656 0.3391 1.8038
C -6.4312 -1.0787 -1.2995
H -7.0836 -1.8915 -0.9886
H -1.7796 1.1072 2.0868
H -7.5077 0.3397 -0.1118
H -6.3063 1.7336 -1.5717
H -6.6041 -1.2270 1.4754
H -2.3561 -1.2297 1.6651
C 3.0616 2.0237 0.0597
C 4.8129 -1.0101 -1.1644
H -0.3250 -0.6267 3.1810
C 4.9637 1.8129 -1.4164
C -2.6794 -0.4518 -0.2897
C -1.7645 -0.7194 0.8989
H 5.9639 1.5753 -1.0516
N -3.3658 0.7084 -0.2452
C 3.8997 -0.1866 -0.4906
C 1.9700 0.0401 1.0077
H 4.8661 1.5061 -2.4587
H 5.5806 -0.5769 -1.7835
H -0.6722 1.1264 0.7000
C 0.0553 0.0799 2.4376
C 2.0575 1.3848 0.8711
H -6.7728 -0.7171 -2.2668
*
```

Entry ii
Density functional theory data (ωB97M-V/def2-TZVPD) for C19H26N2O3 in the gas phase.

The value obtained for the LUMO energy is 0.7 eV. Its SMILES is C[C@H]1CC[C@@H](NC(=O)CCN2C(=O)[C@@H]3[C@H](C2=O)[C@H]2C=C[C@@H]3C2)CC1. The highest occupied orbital energy is -9.3 eV.

```
! wB97M-V def2-TZVPD RIJCOSX def2/J DEFGRID3
* xyz 0 1
C -2.7341 0.7768 -1.0902
C -4.2022 1.0168 -0.7321
H 1.6072 2.9126 -0.7765
N -1.8647 1.4132 -0.1203
H -4.6161 -3.0968 1.4526
C 1.5662 2.6458 0.2872
H -0.2476 3.5900 0.9075
H -5.8477 -1.8781 1.7859
H -2.2743 -1.1677 0.8990
H 6.4546 -2.0613 0.1580
H -4.2258 -1.7007 2.4566
H -4.0810 0.6060 1.3867
C -2.4373 -0.7225 -1.2022
H -0.0385 1.9644 1.5815
C 3.6391 1.4292 0.7832
H -4.3674 2.0851 -0.5783
O 4.2685 2.4390 0.9580
H 5.8782 0.4130 -0.5048
O 0.6253 -0.1592 0.1539
C -4.7894 -2.0314 1.5863
O -0.4441 2.3063 -1.6318
C 4.4141 -2.5008 -0.4146
H 4.5054 -0.8151 -2.4242
C 3.2790 -1.5736 -0.7744
H -1.3653 -0.8530 -1.3536
C 4.1461 0.0071 0.8340
N 2.2862 1.3978 0.4897
H -2.6902 -2.5510 -0.1029
H 3.4659 0.4294 -1.6997
H 4.6487 -0.1791 1.7836
H 4.3127 -3.5659 -0.3228
H -4.8169 0.7001 -1.5768
C 5.0786 -0.3096 -0.3703
H -1.9628 1.1064 0.8332
H -4.9416 -1.6170 -0.5117
C -4.6236 0.2384 0.5122
H -5.6874 0.4045 0.6977
C 2.9159 -0.8560 0.5566
H 2.1100 3.4001 0.8618
C 0.0990 2.5769 0.6911
C -2.8758 -1.4850 0.0445
C 5.4821 -1.7506 -0.1751
H 2.6596 -1.5748 1.3358
C -4.3576 -1.2577 0.3435
C -0.7414 2.0579 -0.4817
C 1.7767 0.1245 0.3642
H -2.9612 -1.1167 -2.0751
C 4.0521 -0.4655 -1.4984
H -2.5019 1.2602 -2.0452
H 2.4245 -2.0125 -1.2812
*
```

Stability ranking, top entry: entry ii; the second entry is 0.0180 hartree less favorable.

Entry i
Density functional theory data (ωB97M-V/def2-TZVPD) for a molecular structure, C16H29BCl2O4Pb.

The value obtained for the LUMO energy (alpha / beta) is 3.9 / 3.9 eV. The highest occupied orbital energy (alpha / beta) is 1.6 / 1.6 eV.

```
! wB97M-V def2-TZVPD RIJCOSX def2/J DEFGRID3
* xyz -2 1
H 1.2200 -2.9812 -3.1039
H -2.0742 4.1600 -0.0378
C -3.7006 2.9379 2.7426
C 3.6507 0.2190 -2.3053
Cl -1.0735 -2.4570 1.0046
H 4.0678 1.0650 0.3384
H 4.0585 1.0459 -1.7207
H 2.6752 0.5547 -2.7183
H 0.5598 0.8457 -1.1697
C -4.1677 2.3097 -0.7719
C 2.5019 -2.9026 -0.6580
H 1.2231 -4.3135 0.2953
Pb -2.7808 -2.4037 -0.6076
B -1.1827 1.4044 0.8141
H 3.8715 0.0948 1.8096
C 3.1128 -2.6981 1.8428
H -5.1139 2.7272 -0.4028
H 0.6477 1.1456 1.3870
O -2.1782 1.1184 -0.1117
H 4.3543 -0.0191 -3.1202
C 3.3702 -0.9201 -1.4287
O -1.5611 2.2496 1.8445
H -3.6279 4.6625 0.7056
H 1.2746 -4.4412 -1.4706
H -2.1160 4.8058 1.6234
H -3.6570 0.0949 1.8419
C 2.6488 -2.0820 -1.8122
C -2.6564 4.1840 0.8956
H -3.8688 1.9779 3.2483
H 3.8319 -3.5230 1.9583
H -5.1736 0.9746 1.4315
H -4.4666 -0.1651 0.2616
C 4.2455 0.0782 0.7794
C -2.8586 2.7857 1.4859
H 1.8509 -1.4552 -3.7052
C 3.0842 -2.2140 0.4462
H 2.6506 -5.0241 -0.4870
H 2.8791 -2.9041 -3.7426
C 2.1223 -2.3635 -3.1584
H -3.6074 3.1102 -1.2706
C -4.2234 0.5879 1.0327
Cl -1.5337 -3.7977 -2.2526
H 5.3335 -0.0715 0.8250
H -4.6722 3.3877 2.4845
C 3.6008 -0.9786 -0.0285
H 3.4149 -1.8966 2.5275
O 0.9518 0.6228 -2.0633
C -3.3989 1.7131 0.3927
H -3.1915 3.6179 3.4405
H 2.1264 -3.0751 2.1505
C 1.8807 -4.2412 -0.5814
O 0.0783 0.9175 0.6276
H -4.4029 1.5299 -1.5083
*
```

Entry ii
Density functional theory data (ωB97M-V/def2-TZVPD) for a molecular structure, C16H29BCl2O4Pb.

The value obtained for the LUMO energy (alpha / beta) is 4.0 / 4.1 eV. The highest occupied orbital energy (alpha / beta) is 0.1 / 1.3 eV.

```
! wB97M-V def2-TZVPD RIJCOSX def2/J DEFGRID3
* xyz -2 1
H 0.1827 -1.1883 5.7273
H -2.5259 1.6414 -4.4818
H -2.9768 1.2274 4.4745
H -3.0449 -1.1579 -2.8809
H -2.4743 -2.2449 -4.1656
H -1.2128 2.8746 5.0719
C 0.3406 -1.3544 -3.5095
C -2.1548 1.4034 -3.4594
H 0.7762 -3.2086 -4.4651
H 2.3588 -0.4246 3.6693
H 3.1195 0.5006 -3.1588
H -1.9820 -2.5271 -2.4700
H 1.8254 1.2580 3.4063
Cl 2.6258 0.9035 -0.4321
H 1.8665 0.5667 5.0516
O -1.0158 1.5673 2.7760
Cl 3.7494 -2.4866 -1.2990
H -2.1875 0.0898 5.5811
C 0.8495 2.3294 -3.7866
C 1.2043 -0.2306 -3.6659
H 0.0769 -3.3514 -2.8403
H -1.2404 1.4741 0.2509
H -0.4123 1.6751 6.0903
C -2.2228 0.4369 4.5388
C 1.6490 0.3555 4.0044
C 0.2284 -0.1797 3.8398
C -1.0165 -0.9036 -3.4093
C -2.1830 -1.7389 -3.2209
H 1.7146 2.5054 -3.1322
O -0.0056 -0.4685 2.4328
C 0.3707 0.9249 -3.6403
H 0.5054 2.5164 4.8248
H -0.4018 -0.7742 -0.3056
C 0.0431 -1.4217 4.6678
H 2.9264 0.0438 -4.8684
C -0.8816 1.0143 4.1119
C -0.4654 2.0826 5.0787
H -2.9937 0.9468 -2.9143
C -1.0107 0.5351 -3.4918
H -2.5471 -0.4041 3.9002
H 0.0679 3.0369 -3.5377
C 0.7488 -2.7787 -3.4541
B -0.6561 0.6195 1.8856
Pb 2.9758 -1.2475 0.7748
H 1.7651 -2.8588 -3.0171
O -0.2934 -1.7101 -0.8007
C 2.6222 -0.2221 -3.8312
H 1.1749 2.5224 -4.8205
H 0.7949 -2.1547 4.3837
O -0.8624 0.6854 0.5565
H 3.0740 -1.2134 -3.5929
H -1.9215 2.3734 -2.9792
H -0.9476 -1.8601 4.5321
*
```

Stability ranking, top entry: entry ii; the second entry is 0.0340 hartree less favorable.